Entry 1:
This record from the Open Molecules 2025 dataset describes a single C18H24N4O6S molecule at a distorted geometry. The level of theory is wB97M-V/def2-TZVPD.

The HOMO energy comes out at -8.02 eV. The energy above the lowest of the compared OMol25 structures with the same formula, charge and spin comes out at 1.815 eV. The calculation puts the lowest unoccupied orbital energy at 0.539 eV. The value obtained for the max |F| is 1.4 eV/Å. The HOMO-LUMO gap is 8.555 eV.

The geometry in ORCA input format:
```
! wB97M-V def2-TZVPD RIJCOSX def2/J DEFGRID3
* xyz 0 1
C 5.78843 1.03228 -2.95903
H 6.67778 1.65913 -2.88952
O 4.85008 1.63777 -2.09698
C 3.57548 1.18539 -1.99390
C 2.80183 1.92779 -1.09408
C 1.48199 1.59916 -0.87903
C 0.88971 0.54344 -1.56891
C 1.63946 -0.19341 -2.46880
C 3.00257 0.11035 -2.68193
O 3.73703 -0.61800 -3.60236
C 3.91726 -1.98798 -3.30059
H 4.40912 -2.11512 -2.32879
H 2.97017 -2.52996 -3.29776
H 4.56041 -2.37881 -4.08754
O 1.13493 -1.22942 -3.18918
C -0.25603 -1.47236 -3.14118
H -0.42079 -2.32565 -3.79702
H -0.60637 -1.71090 -2.13362
H -0.81793 -0.61260 -3.51622
H -0.14393 0.29342 -1.38452
N 0.65354 2.28035 0.02724
C 0.96580 3.17249 0.98757
O 2.03713 3.69516 1.17718
C -0.25103 3.51152 1.90192
N -1.08391 2.36347 2.10803
C -0.84491 1.33277 2.95453
N -1.56606 0.28104 2.67176
C -2.31418 0.62737 1.59088
C -2.02594 1.91327 1.22211
H -2.45443 2.52113 0.45207
S -3.18861 -0.50781 0.51950
O -4.33685 0.18820 0.02120
O -2.18945 -0.92044 -0.43087
N -3.68993 -1.83553 1.34905
C -2.62813 -2.66506 1.90849
H -1.67035 -2.17185 1.74063
C -2.94250 -2.81772 3.40431
H -3.41434 -3.78278 3.59009
H -2.04391 -2.74293 4.01128
C -3.93032 -1.68610 3.69168
H -3.38583 -0.76244 3.88545
H -4.58529 -1.90208 4.53293
C -4.69012 -1.58308 2.37056
H -5.14748 -0.61237 2.18533
H -5.45984 -2.35838 2.30083
H -2.61846 -3.62701 1.39019
H -0.14204 1.38758 3.76092
H -0.82967 4.31131 1.43217
H 0.14483 3.87289 2.85306
H -0.29902 1.93317 -0.00035
H 3.26787 2.74462 -0.57121
H 6.03855 0.01811 -2.63715
H 5.43364 1.00660 -3.99043
*
```


Entry 2:
This record from the Open Molecules 2025 dataset describes a molecular structure, C18H25BBr2F4O6Ta at a distorted geometry. The level of theory is wB97M-V/def2-TZVPD.

The HOMO energy comes out at -11.77 eV. The energy above the lowest of the compared OMol25 structures with the same formula, charge and spin comes out at 0.403 eV. The calculation puts the lowest unoccupied orbital energy at -4.293 eV. The value obtained for the max |F| is 2.7 eV/Å. The HOMO-LUMO gap is 7.481 eV.

The geometry in ORCA input format:
```
! wB97M-V def2-TZVPD RIJCOSX def2/J DEFGRID3
* xyz 1 1
Ta -0.87205 -2.55025 0.66712
O -3.25914 -6.06878 1.56024
C -3.06157 -4.98989 0.89332
O -2.22932 -4.21355 1.30074
C -3.98159 -4.76786 -0.30562
O -3.79290 -3.52415 -1.02983
C -4.55791 -2.41431 -0.62884
C -3.88851 -1.49411 0.35285
O -4.42728 -0.72295 1.03526
O -2.49848 -1.66124 0.40637
H -2.60815 -6.16575 2.27214
H -3.86576 -5.57922 -1.00253
H -5.00569 -4.83195 0.15537
H -4.76745 -1.89973 -1.55668
H -5.47287 -2.69652 -0.10893
C 2.42654 4.55148 -2.11405
C 0.97703 4.07591 -2.07416
C 0.35342 4.23021 -3.45714
C 0.16883 4.92629 -1.02157
C 0.83105 2.58817 -1.56180
C -0.07741 1.69241 -2.11395
C -0.21193 0.41293 -1.58317
Br -1.59750 -0.61172 -2.29405
C 0.51250 0.01989 -0.44852
O 0.16662 -1.16956 0.21051
C 1.55822 0.82822 0.04010
C 1.61564 2.11536 -0.52226
C 2.52229 0.41154 1.24945
C 3.87239 1.05227 1.06128
C 2.72081 -1.09152 1.36146
C 1.85735 0.89839 2.52325
H 2.35103 5.49478 -2.66332
H 3.09493 3.86717 -2.64802
H 2.82516 4.68592 -1.11053
H 0.22120 5.29882 -3.72380
H -0.66039 3.81481 -3.46863
H 0.94665 3.76345 -4.24939
H 0.28815 5.96168 -1.28381
H 0.49616 4.76675 0.01815
H -0.88634 4.64073 -1.15530
H -0.82275 2.03090 -2.82988
H 2.38751 2.78765 -0.20293
H 4.38110 0.75676 0.13176
H 4.48761 0.66479 1.86492
H 3.88197 2.14217 1.11849
H 2.92296 -1.55790 0.38929
H 1.99232 -1.67236 1.83000
H 3.60156 -1.24541 1.95347
H 1.93256 1.98859 2.54867
H 2.45007 0.50648 3.31940
H 0.80663 0.53592 2.64333
F 0.58220 -3.57049 1.79887
B 0.05787 -3.32633 3.25256
F -1.01679 -2.34870 2.80723
F -0.43984 -4.49616 3.62212
F 1.04272 -2.77485 3.92355
Br -0.33147 -4.06518 -1.15253
*
```


Entry 3:
This record from the Open Molecules 2025 dataset describes a molecular structure, C18H25BN5O9PS5Ta at a distorted geometry. The level of theory is wB97M-V/def2-TZVPD.

The HOMO energy comes out at -11.17 eV. The energy above the lowest of the compared OMol25 structures with the same formula, charge and spin comes out at 0.780 eV. The calculation puts the lowest unoccupied orbital energy at -4.126 eV. The value obtained for the max |F| is 1.4 eV/Å. The HOMO-LUMO gap is 7.048 eV.

The geometry in ORCA input format:
```
! wB97M-V def2-TZVPD RIJCOSX def2/J DEFGRID3
* xyz 1 1
Ta -0.61712 -0.48548 0.10342
O 0.51280 3.70279 0.13717
S -0.60278 2.83244 0.02397
O -1.55638 3.02194 -1.01626
O -0.03194 1.35408 -0.05938
C -1.42739 2.75107 1.61207
C -1.03209 3.72091 2.51401
C -1.60407 3.79568 3.78067
C -2.58041 2.89782 4.15750
C -2.98928 1.91273 3.26776
C -2.42016 1.82957 2.00670
S -3.00974 0.44819 1.07928
O -2.15644 -0.74300 1.52225
O -4.40429 0.29872 1.21677
O -2.43475 0.59024 -0.30321
H -0.26386 4.42067 2.21690
H -1.27646 4.56582 4.46538
H -3.03107 2.95398 5.13845
H -3.75972 1.21063 3.55867
C 1.71402 0.88997 -3.80884
N 2.28217 1.39643 -2.56766
C 2.94960 2.58897 -2.41129
C 3.30557 2.66104 -1.10795
N 2.86731 1.52542 -0.47031
B 2.96582 1.40321 1.11623
N 3.09445 -0.09527 1.52571
C 4.26449 -0.81425 1.46241
C 4.03763 -2.04101 1.98574
N 2.71805 -2.06377 2.37563
C 2.06129 -3.17370 3.05737
C 2.16271 -0.87236 2.08123
S 0.48793 -0.53651 2.41076
C 2.24625 0.77191 -1.37622
S 1.53551 -0.80332 -1.15603
H 1.91475 1.61463 -4.59238
H 0.63809 0.76139 -3.69939
H 2.17036 -0.06158 -4.07336
H 3.10200 3.26666 -3.23163
H 3.82628 3.43198 -0.56980
H 1.97772 1.85992 1.61223
H 3.97502 1.97702 1.42837
H 5.16515 -0.38319 1.06376
H 4.68728 -2.88468 2.13339
H 2.78887 -3.97216 3.17019
H 1.21958 -3.53282 2.47251
H 1.71413 -2.85419 4.03683
S 0.12930 -5.22593 0.20283
C -0.11643 -3.66824 0.16638
N -0.30911 -2.49438 0.14074
C -3.67513 -3.08996 -0.73064
O -3.36902 -1.88747 -1.47697
P -1.91220 -1.53330 -1.97875
O -2.11674 -0.52781 -3.16632
C -3.08094 0.55540 -3.25498
O -1.45699 -2.88006 -2.64433
C -0.23478 -3.11869 -3.37207
H -4.74138 -3.05398 -0.53512
H -3.12560 -3.09669 0.21011
H -3.42363 -3.96449 -1.32479
H -3.19638 0.76136 -4.31394
H -2.69156 1.42638 -2.73425
H -4.02696 0.23479 -2.82692
H -0.11135 -4.19614 -3.40651
H 0.61283 -2.66327 -2.86673
H -0.34078 -2.71608 -4.37737
*
```


Entry 4:
This record from the Open Molecules 2025 dataset describes a molecular structure, C18H25Cl2FeNO2SSb at a distorted geometry. The level of theory is wB97M-V/def2-TZVPD.

The HOMO energy (spin up / spin down) comes out at -3.91 / -3.91 eV. The calculation puts the lowest unoccupied orbital energy (spin up / spin down) at 2.810 / 2.810 eV. The value obtained for the max |F| is 1.1 eV/Å. The HOMO-LUMO gap (spin up / spin down) is 6.720 / 6.719 eV.

The geometry in ORCA input format:
```
! wB97M-V def2-TZVPD RIJCOSX def2/J DEFGRID3
* xyz -1 1
Fe 0.20761 0.09576 0.21460
S 4.21943 -0.22936 1.88667
C 4.44071 -0.17618 0.18457
C 3.25718 -0.10226 -0.49004
C 2.09359 -0.08131 0.35628
C 2.50821 -0.14080 1.66284
C 1.49755 -0.14520 2.68278
C 1.70324 -0.21888 4.06406
C 0.61316 -0.23356 4.90633
C -0.66932 -0.18132 4.36875
C -0.79834 -0.10640 2.99453
N 0.24744 -0.07518 2.16675
H 5.43908 -0.20847 -0.22711
H 3.21099 -0.06878 -1.57192
H 2.71187 -0.27464 4.45247
H 0.75660 -0.29230 5.97886
H -1.55049 -0.20694 4.99443
H -1.76955 -0.08030 2.51706
C -5.83915 0.32700 0.00959
C -4.56293 -0.31819 0.54137
Sb -2.68757 0.36717 -0.26846
C -2.70566 -0.70918 -2.13005
C -4.03251 -1.27818 -2.62324
C -3.37094 2.30048 -1.00897
C -3.92394 2.38233 -2.42912
H -6.72944 -0.12159 0.46285
H -5.93160 0.20867 -1.07148
H -5.87720 1.39754 0.22161
H -4.54988 -1.39380 0.37180
H -4.49284 -0.18594 1.62442
H -1.97995 -1.50342 -1.96224
H -2.26899 -0.03450 -2.86701
H -4.53518 -1.86545 -1.85160
H -3.87899 -1.94414 -3.47858
H -4.72313 -0.49607 -2.94559
H -2.50489 2.95921 -0.91151
H -4.11467 2.66535 -0.29424
H -3.21972 1.97770 -3.15757
H -4.12818 3.41809 -2.72055
H -4.85853 1.82703 -2.53258
Cl 0.20314 1.39536 -1.89413
C 0.32320 1.97657 -0.09913
H -0.51282 2.66896 0.01613
H 1.26960 2.51870 -0.06035
Cl 1.30091 -3.56482 1.77721
C -0.35001 -3.82805 1.13290
C -0.99007 -2.56176 0.55204
O -2.18428 -2.38546 0.84528
O -0.27255 -1.85056 -0.20533
H -0.96222 -4.21187 1.94100
H -0.26386 -4.57088 0.34213
*
```